180
Properties=species:S:1:pos:R:3:forces:R:3:mulliken_charge:R:1 method="wB97M-V/def2-TZVPD" de_lowest_kcal_mol=0.0 multiplicity=2 homo_energy_ha="-0.3568 / -0.3568" charge=+1 lumo_ha="-0.09397 / -0.24553" energy_ha=-3185.344124
C 0.163 0.135 -8.081 -1.8 -0.8 1.0 -1.778
C 0.406 -0.330 -6.616 1.9 -0.9 -1.2 1.381
C 1.348 0.706 -6.054 1.4 1.5 1.2 -1.605
C 1.526 0.701 -4.532 -0.3 -1.0 -0.8 -0.985
C 0.144 0.692 -3.966 -0.5 -0.1 0.8 -0.736
C -0.887 -0.437 -4.376 1.7 1.1 0.3 2.207
N -0.873 -0.511 -5.874 2.7 -0.9 0.6 0.590
O -1.715 -1.411 -6.443 0.6 1.2 0.0 -0.290
C -0.438 -1.807 -3.808 -1.0 -0.7 -1.0 -1.747
C -2.257 -0.049 -3.872 -0.4 0.1 -0.4 -1.804
C 1.272 -1.675 -6.594 0.3 -0.3 0.5 -1.644
H 1.084 0.383 -8.609 -0.2 -0.2 0.2 0.356
H -0.492 1.002 -7.997 0.2 0.4 -0.3 0.482
H -0.457 -0.618 -8.567 0.5 -0.1 -0.5 0.446
H 2.336 0.601 -6.502 -0.1 -0.5 -0.4 0.556
H 1.093 1.708 -6.399 -0.6 0.1 0.2 0.462
H 2.058 1.539 -4.080 0.0 0.3 -0.6 0.574
H 2.084 -0.167 -4.181 0.1 -0.3 -0.2 0.320
H -0.273 1.672 -4.198 -0.4 0.0 0.3 0.678
H 0.356 0.625 -2.899 -1.0 0.0 0.3 -0.299
H -1.177 -2.516 -4.180 -0.1 -0.3 0.1 0.595
H 0.511 -2.200 -4.172 0.1 0.5 0.4 0.205
H -0.540 -1.820 -2.722 0.3 0.3 -0.1 0.190
H -3.089 -0.576 -4.339 0.1 -0.5 0.1 0.528
H -2.287 -0.264 -2.804 -0.2 0.4 0.0 0.198
H -2.441 0.998 -4.110 0.1 0.1 0.5 0.515
H 0.773 -2.623 -6.791 -0.3 0.3 -0.2 0.335
H 1.862 -1.804 -5.686 -0.8 0.2 0.7 0.404
H 2.169 -1.604 -7.210 -0.6 0.5 -1.1 0.478
H -2.461 -0.811 -6.514 -1.6 -0.5 -0.3 0.447
C -4.742 -3.405 -0.359 -0.3 0.2 -0.1 -1.545
C -5.400 -2.182 -1.022 1.1 1.0 -1.7 2.286
C -4.943 -2.167 -2.527 0.0 -0.4 -0.1 -0.962
C -5.652 -3.224 -3.364 -1.4 0.3 0.8 -1.219
C -7.223 -3.051 -3.162 2.3 -1.1 0.1 -1.251
C -7.755 -3.067 -1.673 0.8 -0.1 -1.6 1.594
N -6.869 -2.136 -0.941 1.6 -0.3 -6.3 0.228
O -7.248 -2.011 0.270 -1.4 0.7 5.8 -0.474
C -9.090 -2.367 -1.849 -1.1 -0.9 0.1 -1.909
C -7.960 -4.485 -0.995 1.1 1.1 -0.3 -1.639
C -4.881 -0.841 -0.434 0.2 -0.3 0.9 -2.322
H -4.965 -3.459 0.707 0.0 -0.2 0.1 0.574
H -3.657 -3.372 -0.457 0.0 0.2 0.1 0.122
H -5.070 -4.312 -0.866 0.0 0.0 0.2 0.258
H -5.005 -1.164 -2.950 -0.7 0.2 0.0 0.452
H -3.880 -2.380 -2.644 0.4 -0.1 0.7 -0.108
H -5.272 -4.200 -3.063 -0.3 -0.2 0.2 0.394
H -5.426 -3.180 -4.429 0.0 0.4 -0.1 0.424
H -7.662 -3.819 -3.798 -0.6 0.0 0.3 0.531
H -7.410 -2.081 -3.622 -0.4 0.1 0.2 0.428
H -9.794 -2.660 -1.071 0.1 0.8 0.5 0.394
H -8.983 -1.301 -2.047 -0.1 -0.1 0.5 0.404
H -9.580 -2.803 -2.720 0.1 0.0 -0.3 0.425
H -8.171 -4.382 0.070 -0.6 0.3 -0.1 0.424
H -8.733 -5.069 -1.494 0.1 0.1 0.1 0.406
H -7.016 -5.028 -0.942 0.0 -0.3 -0.6 0.297
H -5.091 -0.765 0.633 -0.4 0.0 0.1 0.520
H -5.278 0.058 -0.907 -0.2 -0.3 -0.2 0.551
H -3.796 -0.745 -0.440 0.2 -0.3 -0.5 0.181
H -6.733 -2.681 0.725 -0.4 -0.4 1.3 0.437
C 6.255 5.841 3.361 0.0 -0.2 -0.7 -1.627
C 6.784 5.512 1.899 -0.9 0.3 1.0 1.458
C 8.212 4.935 1.997 0.0 -0.7 -0.4 -1.385
C 8.231 3.528 2.595 -1.7 0.4 -1.2 -0.697
C 7.261 2.664 1.676 2.6 0.3 0.1 -1.874
C 5.828 3.133 1.484 0.2 0.1 0.2 2.635
N 5.800 4.607 1.260 3.9 -1.9 -1.5 0.005
O 4.566 5.134 1.054 -0.8 0.3 0.5 -0.189
C 5.293 2.388 0.237 0.9 0.1 -0.3 -2.181
C 5.069 2.688 2.739 -0.7 -0.4 -0.7 -1.533
C 6.908 6.801 1.067 0.1 0.4 1.0 -1.954
H 7.045 6.345 3.918 -0.4 0.3 0.1 0.400
H 5.884 4.998 3.943 0.8 -0.7 -0.2 0.349
H 5.304 6.372 3.312 0.3 1.0 -0.2 0.475
H 8.634 4.942 0.992 0.0 -0.3 -0.2 0.430
H 8.878 5.601 2.546 -0.4 0.3 0.3 0.497
H 7.839 3.655 3.604 0.0 -0.5 0.2 0.304
H 9.226 3.085 2.634 -0.1 0.0 0.0 0.445
H 7.417 1.625 1.963 -1.1 -0.2 0.5 0.445
H 7.746 2.596 0.702 0.1 0.6 -0.4 0.565
H 4.215 2.464 0.095 0.1 -0.3 0.1 0.106
H 5.803 2.640 -0.693 -0.1 1.3 -0.1 0.499
H 5.723 1.387 0.223 -0.9 -0.7 0.9 0.615
H 4.233 3.364 2.918 0.1 0.0 0.6 -0.052
H 4.598 1.735 2.500 0.0 -0.2 0.2 0.424
H 5.729 2.488 3.583 -0.2 0.5 0.2 0.443
H 7.560 7.459 1.640 -0.1 0.3 0.2 0.439
H 5.953 7.317 0.962 0.0 -0.1 -0.3 0.346
H 7.448 6.701 0.126 -0.5 -0.5 -0.2 0.425
H 4.251 5.199 1.959 -1.2 0.4 0.3 0.236
C -1.023 -7.557 2.241 0.1 -0.1 -0.9 -1.900
C -0.332 -6.285 1.711 -0.1 0.4 1.7 1.630
C 1.157 -6.386 2.263 -1.0 -0.7 -1.1 -1.593
C 2.104 -5.332 1.756 -0.5 0.2 0.3 -0.096
C 2.073 -5.248 0.222 -0.3 -0.8 1.5 -1.260
C 0.590 -5.306 -0.421 1.9 1.7 -0.5 1.269
N -0.322 -6.268 0.235 2.9 0.3 1.6 0.062
O -1.594 -6.158 -0.301 -0.5 0.0 -0.5 -0.347
C 0.062 -3.795 -0.447 0.7 -0.8 0.5 -0.375
C 0.859 -5.791 -1.862 -0.3 0.4 0.7 -2.038
C -1.039 -5.040 2.362 0.7 0.3 -0.6 -1.014
H -2.044 -7.706 1.889 -0.2 0.5 0.1 0.353
H -0.997 -7.554 3.330 0.0 -0.1 -0.1 0.413
H -0.501 -8.430 1.848 0.3 -0.1 0.2 0.479
H 1.174 -6.543 3.342 -0.3 0.5 0.1 0.451
H 1.514 -7.346 1.892 0.1 -0.2 -0.2 0.453
H 3.100 -5.555 2.140 0.2 0.0 -0.3 0.564
H 1.883 -4.351 2.179 -0.3 0.2 0.1 -0.144
H 2.710 -6.059 -0.131 -0.5 -0.5 -0.3 0.482
H 2.732 -4.393 0.073 -0.8 0.6 -1.1 0.306
H 0.078 -3.460 0.590 -0.5 0.1 -0.1 -0.356
H 0.762 -3.114 -0.930 0.3 -0.4 -0.3 0.326
H -0.908 -3.608 -0.907 -0.2 -0.4 0.2 0.237
H -0.103 -5.734 -2.371 0.3 -0.2 -0.6 0.511
H 1.624 -5.147 -2.296 -0.3 0.3 -0.3 0.349
H 1.312 -6.782 -1.880 -0.4 -0.2 0.1 0.432
H -1.843 -4.640 1.745 -0.3 -0.3 0.0 -0.004
H -0.329 -4.216 2.427 0.1 0.0 0.1 0.001
H -1.388 -5.186 3.385 -0.1 -0.4 -0.1 0.477
H -1.470 -6.842 -0.963 -1.0 -0.2 -0.3 0.390
C -1.588 -0.633 2.307 0.4 -0.5 -0.5 -1.388
C -0.219 -0.260 2.937 0.2 -1.1 -3.4 1.750
C 0.970 -1.236 2.344 -1.2 1.1 0.4 -0.957
C 1.448 -0.866 0.945 -0.4 0.0 1.0 0.973
C 1.797 0.588 0.862 -0.5 0.5 -0.4 -0.980
C 0.654 1.573 1.324 1.4 0.6 1.4 1.357
N 0.096 1.141 2.641 2.9 -1.5 -0.2 1.319
O -0.806 1.972 3.240 -0.5 1.1 -0.3 -0.106
C 1.352 2.996 1.563 -0.5 -1.3 -0.6 -1.309
C -0.380 1.632 0.230 0.6 0.3 -1.1 -1.281
C -0.334 -0.491 4.360 -0.2 -0.3 1.5 -2.411
H -2.095 -1.493 2.745 0.4 -0.2 0.3 0.687
H -1.396 -0.919 1.273 -0.5 0.4 -0.3 0.083
H -2.326 0.159 2.434 0.1 0.2 -0.4 0.047
H 1.765 -1.216 3.089 0.1 -0.1 -0.1 0.607
H 0.582 -2.248 2.229 -0.2 0.0 0.7 -0.698
H 0.624 -1.171 0.299 0.2 0.2 -0.5 -1.337
H 2.359 -1.395 0.666 -0.2 -0.5 0.0 0.693
H 2.023 0.746 -0.193 -0.2 0.7 -0.3 0.536
H 2.785 0.711 1.304 -0.3 0.5 0.7 -0.083
H 0.682 3.748 1.980 -0.1 -0.2 0.0 0.505
H 2.235 2.871 2.189 -0.2 -0.1 0.2 0.084
H 1.701 3.357 0.596 0.0 0.1 -0.1 0.189
H 0.101 2.186 -0.576 -0.2 0.7 -0.1 0.308
H -0.491 0.690 -0.308 -0.7 -0.4 0.6 -0.759
H -1.314 2.113 0.523 -0.1 -0.2 -0.1 0.785
H -1.160 0.085 4.777 0.2 0.1 0.3 0.360
H 0.619 -0.250 4.831 -0.2 -0.3 0.5 0.516
H -0.633 -1.536 4.444 0.4 -0.1 0.6 0.600
H -1.604 1.923 2.710 -0.9 0.3 -0.1 0.095
O -3.982 2.827 -0.861 -0.5 -0.7 0.4 -0.479
H -4.635 3.525 -0.824 -0.2 0.2 0.0 0.303
H -3.142 3.284 -0.900 0.4 0.4 -0.4 0.306
O 2.726 4.805 4.383 -0.1 0.2 -0.3 -0.579
H 3.105 5.637 4.667 0.2 0.3 0.2 0.212
H 3.046 4.165 5.019 0.0 -0.5 0.2 0.288
O -4.106 2.345 2.175 0.3 -0.1 0.4 -0.594
H -4.193 2.182 1.235 0.1 0.2 -0.8 0.226
H -4.674 1.693 2.585 -0.2 -0.2 0.2 0.302
O -1.670 4.076 -1.763 0.0 -0.4 -0.3 -0.710
H -1.338 4.857 -2.206 0.0 0.4 0.0 0.302
H -1.040 3.914 -1.060 0.4 0.2 0.4 0.401
O 0.809 2.351 5.550 0.8 0.3 0.2 -0.935
H 0.646 3.242 5.239 -0.2 0.3 -0.1 0.237
H 0.517 1.790 4.832 -0.1 -0.1 -0.5 0.512
O 0.775 6.333 2.964 0.0 0.1 0.3 -0.669
H 0.989 7.068 3.538 -0.1 0.3 0.0 0.274
H 1.340 5.622 3.264 0.2 -0.5 0.3 0.352
O -3.471 4.044 4.476 0.0 0.1 0.5 -0.648
H -3.523 3.375 3.794 -0.1 -0.1 -0.4 0.333
H -2.696 4.558 4.249 0.2 0.2 0.0 0.318
O -0.064 5.981 0.504 -0.7 -0.4 -0.9 -0.620
H 0.697 5.818 -0.053 0.4 0.0 -0.3 0.320
H 0.298 6.072 1.385 0.0 0.3 0.5 0.338
O -0.760 1.278 7.389 -0.5 -0.6 0.7 -0.674
H -0.065 1.642 6.840 0.3 0.4 -0.3 0.361
H -1.549 1.749 7.119 -0.2 0.1 0.0 0.294
O 2.440 5.408 -0.989 -0.5 -0.2 -0.3 -0.618
H 3.169 5.099 -0.452 0.5 -0.1 0.5 0.336
H 2.857 5.851 -1.728 0.0 0.2 -0.2 0.267